No. 1
{"formula": "C4H7NO", "method": "ωB97M-V/def2-TZVPD", "symbols": ["O", "N", "C", "C", "C", "C", "H", "H", "H", "H", "H", "H", "H"], "coordinates": [[-0.6934, 0.9329, -0.8185], [-1.6941, -0.4389, 0.6804], [-0.4725, -1.1328, 0.2541], [0.3068, -0.0901, -0.5788], [1.4812, 0.5426, 0.1513], [-1.7119, 0.6400, 0.0188], [2.3799, -0.0749, 0.0544], [0.6112, -0.4670, -1.5588], [1.2564, 0.6602, 1.2173], [-0.7557, -2.0167, -0.3288], [1.6920, 1.5309, -0.2666], [-2.4988, 1.3876, 0.0508], [0.0989, -1.4738, 1.1243]], "forces_ev_per_angstrom": [[-0.1, 0.0, 0.0], [0.0, 0.4, -0.2], [0.2, -0.2, 0.0], [0.2, -0.1, 0.0], [0.0, 0.0, 0.0], [-0.2, -0.1, 0.2], [-0.1, 0.0, 0.0], [0.0, 0.1, 0.1], [0.0, 0.0, -0.2], [0.1, 0.1, 0.1], [0.0, -0.2, 0.0], [0.1, -0.1, 0.0], [-0.1, 0.1, -0.1]], "nbo_charge": [-0.496, -0.471, -0.279, 0.063, -0.633, 0.377, 0.216, 0.191, 0.212, 0.203, 0.225, 0.187, 0.203], "gap_ev": 10.584, "mol_weight_g_mol": 85.106, "charge": 0, "relative_energy_kj_mol": 94.48}



No. 2
{"formula": "C4H7NO", "method": "ωB97M-V/def2-TZVPD", "symbols": ["O", "N", "C", "C", "C", "C", "H", "H", "H", "H", "H", "H", "H"], "coordinates": [[-3.5002, -0.7253, 1.1758], [-0.9774, 1.3757, 0.4091], [1.3354, -1.2164, -1.0306], [-1.1844, 0.0096, 0.7336], [0.1995, 1.9139, 0.3614], [-2.4150, -0.3560, 0.9747], [1.0958, -0.8545, -0.0525], [1.1566, 1.4093, 0.2341], [-0.4024, -0.6630, 0.9320], [1.6871, -0.2418, -1.5436], [2.1912, -1.8089, -0.9620], [0.2627, 2.9753, 0.2354], [0.5512, -1.8178, -1.4674]], "forces_ev_per_angstrom": [[1.0, 0.4, -0.2], [1.3, 0.5, 0.9], [0.5, 2.5, -0.7], [0.5, 2.0, -0.7], [-1.5, -1.2, -0.8], [-1.9, -0.8, 0.2], [-0.2, -0.3, 0.5], [-0.1, -0.5, 0.6], [0.6, -0.9, 0.3], [-1.0, -1.7, 0.1], [1.5, -1.1, 0.2], [-0.2, 0.6, -0.1], [-0.3, 0.5, -0.3]], "nbo_charge": [-0.426, -0.382, -0.839, -0.393, -0.092, 0.746, 0.191, 0.147, 0.226, 0.214, 0.211, 0.173, 0.223], "gap_ev": 9.658, "mol_weight_g_mol": 85.106, "charge": 0, "relative_energy_kj_mol": 304.71}



No. 3
{"formula": "C4H7NO", "method": "ωB97M-V/def2-TZVPD", "symbols": ["O", "N", "C", "C", "C", "C", "H", "H", "H", "H", "H", "H", "H"], "coordinates": [[-2.1803, -2.1920, 0.9819], [0.1878, -0.1168, -0.7055], [-1.6559, -1.1951, 0.5103], [1.5763, 0.6123, 0.1746], [-0.3923, -1.1889, -0.1832], [-0.1913, 1.1678, -0.6253], [0.1304, -2.1332, -0.3093], [2.1055, -0.3380, 0.2117], [-1.1588, 1.4709, -0.2160], [2.1507, 1.3415, -0.3933], [-2.1803, -0.2146, 0.5852], [0.3176, 1.8819, -1.2608], [1.3305, 0.9504, 1.1818]], "forces_ev_per_angstrom": [[0.1, 0.3, -0.1], [-0.2, 0.3, 0.0], [0.1, -0.1, 0.0], [0.4, 0.0, 0.2], [-0.1, -0.1, 0.1], [-0.2, -0.1, -0.2], [-0.1, 0.1, 0.0], [-0.1, 0.1, 0.0], [0.1, -0.1, 0.0], [-0.1, -0.1, 0.1], [0.0, -0.1, 0.0], [0.0, -0.1, 0.1], [0.0, 0.0, -0.2]], "nbo_charge": [-0.570, -0.303, 0.345, -0.393, -0.264, -0.121, 0.195, 0.226, 0.182, 0.212, 0.086, 0.190, 0.213], "gap_ev": [7.629, 7.628], "mol_weight_g_mol": 85.106, "charge": 0, "relative_energy_kj_mol": 520.03}



No. 4
{"formula": "C4H7NO", "method": "ωB97M-V/def2-TZVPD", "symbols": ["O", "N", "C", "C", "C", "C", "H", "H", "H", "H", "H", "H", "H"], "coordinates": [[-0.4003, 0.3394, 0.1894], [0.7493, -2.0044, -0.6849], [-1.4896, -1.6206, 0.3894], [0.4864, 1.8672, 0.1435], [-0.3360, -2.0250, -0.1971], [0.7864, 0.0940, -0.3918], [0.8197, 1.9456, 1.1742], [-0.4355, 2.4098, -0.0425], [-1.6186, -1.7557, 1.4584], [1.2564, 2.2110, -0.5586], [1.6704, -0.1063, 0.2088], [0.8929, 0.1468, -1.4717], [-2.3815, -1.5017, -0.2170]], "forces_ev_per_angstrom": [[0.5, 0.4, -0.1], [-0.7, 0.1, 0.4], [0.0, -0.2, 0.0], [-0.2, 0.4, 0.2], [0.5, 0.1, -0.2], [0.1, -0.7, -0.2], [0.0, 0.0, -0.2], [0.1, 0.0, 0.0], [0.1, 0.0, -0.2], [-0.1, -0.2, 0.1], [-0.2, 0.1, 0.0], [-0.1, 0.1, 0.1], [0.2, 0.0, 0.1]], "nbo_charge": [-0.502, -0.454, -0.550, -0.363, 0.277, 0.058, 0.221, 0.232, 0.229, 0.221, 0.203, 0.200, 0.229], "gap_ev": [8.188, 8.187], "mol_weight_g_mol": 85.106, "charge": 0, "relative_energy_kj_mol": 641.46}



No. 5
{"formula": "C4H7NO", "method": "ωB97M-V/def2-TZVPD", "symbols": ["O", "N", "C", "C", "C", "C", "H", "H", "H", "H", "H", "H", "H"], "coordinates": [[0.0960, -1.4677, -0.2531], [-0.5549, 1.4825, -1.2243], [-1.0845, -0.6894, 0.0143], [1.0351, 0.4401, 0.6173], [-0.8178, 0.8344, -0.1359], [1.1957, -0.7702, -0.0174], [-1.4381, 1.3656, 0.5987], [0.8945, -0.0300, 1.5848], [-1.8475, -1.0251, -0.6952], [2.1129, -1.2665, -0.3058], [-0.0119, 0.8659, -1.8380], [-1.4196, -0.9056, 1.0349], [1.8402, 1.1661, 0.6198]], "forces_ev_per_angstrom": [[0.3, 0.0, 0.1], [-0.3, -0.3, -0.1], [0.0, 0.0, 0.0], [1.2, -0.8, 0.6], [-0.7, 0.0, -0.3], [0.1, 0.0, -0.4], [0.4, 0.1, 0.1], [-1.2, 0.8, 1.1], [0.2, 0.0, 0.1], [-0.1, 0.0, -0.7], [-0.2, 0.2, -0.2], [0.1, 0.2, -0.1], [0.1, -0.2, -0.1]], "nbo_charge": [-0.440, -0.700, -0.147, -0.663, 0.082, 0.288, 0.181, 0.268, 0.210, 0.194, 0.299, 0.191, 0.238], "gap_ev": [7.889, 7.887], "mol_weight_g_mol": 85.106, "charge": 0, "relative_energy_kj_mol": 482.64}



No. 6
{"formula": "C4H7NO", "method": "ωB97M-V/def2-TZVPD", "symbols": ["O", "N", "C", "C", "C", "C", "H", "H", "H", "H", "H", "H", "H"], "coordinates": [[-3.4527, 0.6390, -0.4647], [-1.2514, -0.2256, -0.6987], [0.8546, 0.4938, 0.3196], [-2.3459, 0.2654, -0.5831], [0.0579, 0.3399, -0.9746], [0.8583, -0.8724, 1.0091], [0.4011, 1.2667, 0.9526], [0.9314, -0.8217, 2.0959], [-0.1011, -1.3536, 0.7801], [0.5851, -0.3655, -1.6256], [1.6749, -1.4966, 0.6300], [-0.0765, 1.2815, -1.5108], [1.8644, 0.8490, 0.0703]], "forces_ev_per_angstrom": [[0.5, -0.2, 0.0], [-0.7, 0.3, -0.1], [-0.1, 0.0, 0.0], [-0.2, 0.0, -0.1], [0.2, 0.1, -0.1], [0.0, -0.1, 0.1], [0.0, -0.2, -0.1], [0.2, 0.1, -0.1], [0.4, -0.1, 0.2], [-0.1, 0.1, 0.0], [-0.2, 0.0, 0.1], [0.2, 0.0, 0.0], [-0.2, -0.1, 0.1]], "nbo_charge": [-0.520, -0.569, -0.405, 0.866, -0.206, -0.624, 0.202, 0.214, 0.226, 0.201, 0.206, 0.200, 0.209], "gap_ev": 11.137, "mol_weight_g_mol": 85.106, "charge": 0, "relative_energy_kj_mol": 64.11}



No. 7
{"formula": "C4H7NO", "method": "ωB97M-V/def2-TZVPD", "symbols": ["O", "N", "C", "C", "C", "C", "H", "H", "H", "H", "H", "H", "H"], "coordinates": [[1.2076, -0.9925, 2.0894], [-0.2193, 0.1091, 0.8026], [0.8170, 0.1423, 1.5550], [-0.7651, -1.0848, 0.1742], [0.1072, 0.5987, -1.6664], [-0.8066, 0.2736, -0.5108], [1.3900, 1.0347, 1.7856], [-1.7361, -1.2984, 0.6411], [0.4177, 1.6502, -1.6724], [-0.4248, 0.3982, -2.6029], [0.7351, -1.6664, 1.5076], [-1.7130, 0.8820, -0.4684], [0.9903, -0.0466, -1.6346]], "forces_ev_per_angstrom": [[-0.1, 0.0, -0.2], [0.4, -0.1, 0.3], [-0.2, 0.1, -0.1], [-0.2, 0.0, 0.0], [0.0, 0.0, 0.0], [-0.1, 0.3, -0.2], [-0.1, -0.1, -0.1], [0.1, 0.0, -0.1], [-0.1, -0.1, 0.0], [0.1, 0.0, 0.1], [0.1, 0.0, 0.2], [0.1, -0.1, 0.0], [-0.1, 0.1, 0.0]], "nbo_charge": [-0.643, -0.364, 0.476, -0.495, -0.629, -0.049, 0.184, 0.171, 0.205, 0.225, 0.503, 0.195, 0.222], "gap_ev": 8.553, "mol_weight_g_mol": 85.106, "charge": 0, "relative_energy_kj_mol": 426.33}



No. 8
{"formula": "C4H7NO", "method": "ωB97M-V/def2-TZVPD", "symbols": ["O", "N", "C", "C", "C", "C", "H", "H", "H", "H", "H", "H", "H"], "coordinates": [[0.0435, -0.0089, 1.4063], [0.0049, 0.3356, -1.0505], [0.7079, 0.1004, 0.2656], [0.8383, -0.8515, -0.8294], [-1.5173, -0.3690, 0.9677], [0.9417, 1.3054, -0.4519], [-1.4662, -1.4274, 0.7893], [0.4884, 2.2078, -0.0788], [1.7437, -0.9358, -1.3980], [-2.0805, 0.1362, 0.1932], [0.2928, -1.7786, -0.7908], [-1.8563, -0.1644, 1.9479], [1.8590, 1.4502, -0.9707]], "forces_ev_per_angstrom": [[-3.8, -0.5, -0.7], [-0.1, 0.2, 0.2], [-0.1, -0.6, -0.7], [0.3, -0.2, -0.3], [2.4, -0.3, 2.2], [0.4, 0.9, -0.8], [-0.1, -0.4, -0.1], [-0.2, 0.2, 0.1], [0.7, 0.0, -0.2], [1.0, 0.6, -0.1], [-0.3, -0.2, 0.1], [-1.1, -0.1, 0.8], [0.9, 0.2, -0.4]], "nbo_charge": [-0.521, -0.395, 0.336, -0.273, -0.256, -0.255, 0.184, 0.209, 0.180, 0.219, 0.200, 0.195, 0.177], "gap_ev": 10.379, "mol_weight_g_mol": 85.106, "charge": 0, "relative_energy_kj_mol": 453.27}



No. 9
{"formula": "C4H7NO", "method": "ωB97M-V/def2-TZVPD", "symbols": ["O", "N", "C", "C", "C", "C", "H", "H", "H", "H", "H", "H", "H"], "coordinates": [[-0.9215, 1.7314, -0.0700], [2.6669, -1.3303, -0.1803], [1.9389, -0.4880, 0.1309], [-1.0283, -0.9648, -0.2730], [1.0095, 0.5611, 0.5183], [-0.2169, 0.5661, -0.3773], [-0.1891, 0.2488, -1.4281], [1.5109, 1.5364, 0.4979], [0.6527, 0.3958, 1.5479], [-1.9429, -1.0338, -0.8931], [-1.7960, 1.6155, 0.2773], [-0.3806, -1.8299, -0.5258], [-1.3038, -1.0083, 0.7752]], "forces_ev_per_angstrom": [[0.4, 0.2, -0.6], [-0.7, 0.8, 0.2], [1.0, -0.9, -0.1], [0.2, 1.7, 1.4], [-0.2, -0.1, -0.2], [-2.0, -4.0, -0.7], [1.5, 2.2, -0.4], [-0.1, -0.2, -0.1], [0.2, 0.0, -0.2], [0.6, 0.5, 0.2], [-0.6, -0.5, 0.2], [0.0, 0.9, 0.1], [-0.3, -0.6, 0.3]], "nbo_charge": [-0.721, -0.325, 0.290, -0.658, -0.545, 0.116, 0.199, 0.264, 0.248, 0.216, 0.485, 0.235, 0.195], "gap_ev": 10.959, "mol_weight_g_mol": 85.106, "charge": 0, "relative_energy_kj_mol": 216.44}



No. 10
{"formula": "C4H7NO", "method": "ωB97M-V/def2-TZVPD", "symbols": ["O", "N", "C", "C", "C", "C", "H", "H", "H", "H", "H", "H", "H"], "coordinates": [[-2.0754, -1.3516, 0.2075], [1.4205, 0.5711, 0.1225], [-2.0803, -0.1765, 0.4848], [-0.8673, 0.6995, 0.6349], [0.4152, -0.0346, 0.5908], [1.8421, -0.2889, -0.9715], [-0.8711, 1.4245, -0.2023], [0.4165, -1.1190, 0.7588], [2.7900, 0.1179, -1.2418], [1.1076, -0.1129, -1.7850], [-3.0262, 0.3727, 0.6490], [1.8495, -1.3779, -0.7967], [-0.9211, 1.2756, 1.5490]], "forces_ev_per_angstrom": [[0.1, 0.5, 0.1], [-1.2, -0.4, -0.8], [-0.2, -0.2, 0.2], [-0.2, 0.1, 0.7], [-0.4, 0.2, 0.6], [1.2, 0.1, -0.4], [-0.1, -0.2, 0.4], [-0.3, -0.1, -0.5], [0.9, -0.4, -0.9], [0.6, -0.1, 0.2], [-0.2, -0.1, -0.1], [0.2, 0.2, 0.2], [-0.5, 0.4, 0.3]], "nbo_charge": [-0.515, -0.439, 0.450, -0.599, 0.186, -0.438, 0.257, 0.158, 0.202, 0.187, 0.109, 0.185, 0.256], "gap_ev": 9.575, "mol_weight_g_mol": 85.106, "charge": 0, "relative_energy_kj_mol": 312.62}



What did the sixth record say?
{"formula": "C4H7NO", "method": "ωB97M-V/def2-TZVPD", "symbols": ["O", "N", "C", "C", "C", "C", "H", "H", "H", "H", "H", "H", "H"], "coordinates": [[-3.4527, 0.6390, -0.4647], [-1.2514, -0.2256, -0.6987], [0.8546, 0.4938, 0.3196], [-2.3459, 0.2654, -0.5831], [0.0579, 0.3399, -0.9746], [0.8583, -0.8724, 1.0091], [0.4011, 1.2667, 0.9526], [0.9314, -0.8217, 2.0959], [-0.1011, -1.3536, 0.7801], [0.5851, -0.3655, -1.6256], [1.6749, -1.4966, 0.6300], [-0.0765, 1.2815, -1.5108], [1.8644, 0.8490, 0.0703]], "forces_ev_per_angstrom": [[0.5, -0.2, 0.0], [-0.7, 0.3, -0.1], [-0.1, 0.0, 0.0], [-0.2, 0.0, -0.1], [0.2, 0.1, -0.1], [0.0, -0.1, 0.1], [0.0, -0.2, -0.1], [0.2, 0.1, -0.1], [0.4, -0.1, 0.2], [-0.1, 0.1, 0.0], [-0.2, 0.0, 0.1], [0.2, 0.0, 0.0], [-0.2, -0.1, 0.1]], "nbo_charge": [-0.520, -0.569, -0.405, 0.866, -0.206, -0.624, 0.202, 0.214, 0.226, 0.201, 0.206, 0.200, 0.209], "gap_ev": 11.137, "mol_weight_g_mol": 85.106, "charge": 0, "relative_energy_kj_mol": 64.11}



- Number 1 is which compound?
  C4H7NO



- Number 1 is which compound?
  C4H7NO